Record 1
A structure of composition C16H29Cl2MoN2PS, computed with ωB97M-V with the def2-TZVPD basis set.

The geometry in ORCA input format:
```
! RIJCOSX wB97M-V def2-TZVPD def2/J DEFGRID3
* xyz 0 3
Mo -1.58 0.35 0.94
Cl 0.52 0.95 1.94
Cl -2.59 -0.26 -1.12
H -0.99 1.46 -0.21
H -0.92 -1.12 0.58
P 1.92 -0.58 -1.46
C 2.89 -1.64 -0.35
C 1.19 -1.37 -2.95
C 2.59 1.09 -1.65
C 2.01 -2.37 0.69
H 3.50 -0.91 0.21
C 3.87 -2.55 -1.10
H 3.35 -3.30 -1.70
H 4.48 -3.07 -0.37
H 4.53 -1.98 -1.75
H 1.44 -1.65 1.29
H 2.64 -2.98 1.36
H 1.28 -3.03 0.21
H 2.80 1.39 -0.60
C 1.57 2.14 -2.16
C 3.94 1.09 -2.39
H 4.71 0.58 -1.80
H 4.28 2.12 -2.54
H 3.90 0.59 -3.37
H 0.54 1.79 -2.03
H 1.73 2.44 -3.22
H 1.65 3.06 -1.55
C 0.29 -2.53 -2.51
H 2.12 -1.69 -3.49
C 0.31 -0.42 -3.77
H 0.71 -3.24 -1.78
H -0.04 -3.11 -3.38
H -0.59 -2.05 -2.05
H -0.56 -0.16 -3.14
H -0.10 -0.90 -4.67
H 0.79 0.50 -4.09
N -3.36 3.30 0.42
C -3.71 2.64 1.56
N -3.01 1.57 1.93
C -3.31 1.09 3.21
C -2.65 -0.02 3.73
C -2.99 -0.43 5.02
C -4.04 0.25 5.69
C -4.70 1.36 5.13
C -4.31 1.81 3.86
S -4.87 3.15 2.76
H -4.04 3.97 0.12
H -3.02 2.73 -0.36
H -1.87 -0.52 3.10
H -2.44 -1.27 5.48
H -4.34 -0.13 6.68
H -5.52 1.85 5.67
*
```

Results
<S²> = 2.0220
E_LUMO (spin up / spin down) = -0.96 / -0.50 eV
Maximum force = 4.50 eV/A
Gap between HOMO and LUMO (spin up / spin down) = 0.184 / 0.202 Eh

Record 2
A structure of composition C16H29N2O3PTc, computed with ωB97M-V with the def2-TZVPD basis set.

The geometry in ORCA input format:
```
! RIJCOSX wB97M-V def2-TZVPD def2/J DEFGRID3
* xyz 4 4
Tc 0.33 -0.32 -0.01
C 0.81 -2.19 0.43
O 1.05 -3.30 0.72
C -1.43 -0.48 0.73
O -2.51 -0.57 1.17
C 0.15 1.59 -0.42
O 0.01 2.73 -0.65
C -0.97 -2.60 -2.34
P -0.34 -0.85 -2.17
H 0.75 -1.01 -4.26
H -0.15 -3.20 -1.93
C -1.56 0.07 -3.25
H -1.71 -0.61 -4.10
C -1.22 -3.01 -3.80
H -0.38 -2.80 -4.46
H -2.13 -2.54 -4.20
H -1.39 -4.10 -3.81
C -2.23 -2.89 -1.51
H -3.10 -2.34 -1.88
C 2.00 0.41 -3.23
H -2.11 -2.66 -0.45
H -2.45 -3.96 -1.60
C 2.04 -2.14 -2.95
H 1.92 0.98 -2.30
H 3.06 0.16 -3.39
H 1.69 1.07 -4.04
C 1.18 -0.90 -3.25
H 3.05 -1.96 -3.33
H 1.65 -3.02 -3.47
H 2.10 -2.36 -1.88
C -1.05 1.40 -3.83
H -0.72 2.09 -3.04
H -1.86 1.88 -4.38
H -0.22 1.25 -4.53
C -2.92 0.30 -2.57
H -2.83 0.81 -1.60
H -3.47 -0.63 -2.41
H -3.54 0.92 -3.23
H 2.19 -0.60 -0.82
H 2.26 0.18 -0.55
C -0.29 1.76 3.06
C 1.02 1.10 2.86
N 1.45 0.26 1.92
C 2.79 -0.05 2.23
C 3.13 0.63 3.37
N 2.02 1.36 3.73
H -0.78 1.34 3.95
H -0.13 2.83 3.22
H -0.94 1.61 2.19
H 3.40 -0.69 1.62
H 4.05 0.63 3.92
H 1.93 2.01 4.50
*
```

Results
<S²> = 3.7732
E_LUMO (spin up / spin down) = -14.34 / -18.27 eV
Maximum force = 7.60 eV/A
Gap between HOMO and LUMO (spin up / spin down) = 0.345 / 0.196 Eh

Record 3
The molecule C16H29N3O2, computed with ωB97M-V with the def2-TZVPD basis set.

The geometry in ORCA input format:
```
! RIJCOSX wB97M-V def2-TZVPD def2/J DEFGRID3
* xyz 0 1
C -3.68 -1.76 -2.19
H -2.86 -2.09 -1.56
H -3.45 -0.78 -2.59
H -3.78 -2.45 -3.02
C -4.98 -1.72 -1.38
C -5.39 -3.14 -1.00
H -6.33 -3.14 -0.44
H -4.63 -3.61 -0.38
H -5.53 -3.76 -1.89
C -4.85 -0.87 -0.11
H -4.04 -1.26 0.51
H -5.78 -0.96 0.45
C -4.59 0.61 -0.38
C -3.16 0.90 -0.67
N -2.75 1.63 -1.66
O -1.39 1.66 -1.55
C -1.08 0.92 -0.48
N -2.14 0.43 0.10
C 0.34 0.80 -0.04
N 0.59 1.83 0.95
C 0.11 1.47 2.26
H -0.95 1.21 2.18
H 0.21 2.32 2.93
H 0.64 0.61 2.69
C 1.88 2.48 0.92
C 3.08 1.74 1.53
H 2.82 1.45 2.56
H 3.91 2.45 1.60
C 3.57 0.49 0.78
C 4.15 0.82 -0.59
H 3.40 1.26 -1.25
C 4.70 -0.45 -1.24
O 5.69 -1.07 -0.45
C 5.18 -1.43 0.81
C 4.66 -0.22 1.59
H 4.27 -0.55 2.56
H 5.49 0.47 1.77
H 6.01 -1.90 1.34
H 4.37 -2.16 0.70
H 5.19 -0.22 -2.19
H 3.87 -1.15 -1.42
H 4.96 1.54 -0.48
H 2.74 -0.20 0.66
H 2.10 2.74 -0.12
H 1.76 3.42 1.47
H 0.49 -0.22 0.35
H 0.97 0.96 -0.92
H -4.85 1.18 0.52
H -5.19 0.98 -1.21
H -5.77 -1.29 -2.01
*
```

Results
E_LUMO = 0.78 eV
Maximum force = 1.24 eV/A
Gap between HOMO and LUMO = 0.347 Eh

Record 4
A cluster of 4 separate species, C16H29N4O3 in total, computed with ωB97M-V with the def2-TZVPD basis set.

The geometry in ORCA input format:
```
! RIJCOSX wB97M-V def2-TZVPD def2/J DEFGRID3
* xyz 1 1
C 3.54 6.33 2.09
C 2.76 7.10 1.04
C 1.10 7.00 1.20
C 0.17 8.22 1.79
C -1.47 7.90 1.89
N -2.01 6.53 1.46
C -1.17 5.38 0.93
C 0.45 5.53 0.74
H 3.99 5.27 1.88
H 3.60 6.86 3.14
H 3.25 7.72 0.17
H 0.64 9.26 2.13
H -2.17 8.75 2.28
H -3.05 6.36 1.55
H -1.67 4.35 0.63
H 1.16 4.67 0.33
C 3.16 2.24 0.71
C 1.85 1.94 0.03
O 1.30 2.75 -0.72
N 1.27 0.72 0.25
C 1.76 -0.35 1.08
H 3.49 3.24 0.44
H 3.03 2.20 1.79
H 3.92 1.52 0.39
H 0.40 0.60 -0.25
H 1.88 -1.24 0.44
H 1.00 -0.56 1.84
H 2.70 -0.12 1.56
C 0.34 -3.64 -0.48
C 1.38 -4.18 0.46
O 2.02 -3.44 1.21
N 1.61 -5.52 0.47
C 0.97 -6.54 -0.32
H 0.27 -2.56 -0.37
H 0.61 -3.87 -1.51
H -0.64 -4.08 -0.24
H 2.33 -5.80 1.13
H 0.50 -7.26 0.36
H 1.74 -7.05 -0.91
H 0.22 -6.13 -1.00
C -4.60 -5.92 -1.48
C -3.33 -5.13 -1.52
O -2.55 -5.09 -0.56
N -3.04 -4.43 -2.65
C -3.81 -4.34 -3.87
H -4.69 -6.42 -0.52
H -5.46 -5.26 -1.61
H -4.59 -6.68 -2.27
H -2.16 -3.92 -2.60
H -3.19 -4.70 -4.69
H -4.06 -3.29 -4.04
H -4.73 -4.92 -3.82
*
```

Results
E_LUMO = -4.91 eV
Maximum force = 5.22 eV/A
Gap between HOMO and LUMO = 0.215 Eh